21
Properties=species:S:1:pos:R:3:forces:R:3 method="wB97M-V/def2-TZVPD" charge=+1 e_above_lowest_kj_mol=355.6
C -2.910403 -0.242140 0.155281 -2.22 1.96 -0.26
C -2.406847 -0.847056 1.395926 3.93 0.74 0.57
C -0.898868 -1.351180 1.275534 1.55 -0.70 1.58
C -0.056910 -0.820405 0.111437 2.65 0.08 1.63
C 0.727731 -1.403124 -0.821607 -2.53 -0.17 0.61
N 0.672976 0.500424 0.746627 -0.08 1.70 -4.38
H -3.041129 -0.892578 -0.687269 -0.09 -0.66 -0.26
H -2.283578 0.599311 -0.233707 -0.57 -0.39 0.54
H -3.958120 0.146378 0.465978 1.64 -0.25 -1.06
H -2.903714 -1.705163 1.699247 -1.57 -1.12 0.83
H -2.310468 -0.052260 2.179557 -0.82 -0.92 -0.39
H -0.352090 -0.891392 2.150246 -0.75 -0.17 -0.57
H -0.547854 -2.432539 1.641398 -1.56 1.65 -1.80
H 1.600699 -0.889884 -1.259185 -0.64 -0.70 -0.04
H 0.276535 -2.396795 -1.149421 1.29 1.34 0.08
H 0.980701 0.226080 1.652944 0.91 -0.04 0.73
H 0.112902 1.399363 0.843655 0.28 -1.58 -0.10
H 1.451178 0.789975 0.020071 -1.42 -0.75 2.28
H 5.508504 2.933569 -3.961123 0.70 -0.57 -0.57
H 5.432432 3.846376 -2.738800 -0.53 -0.35 -0.88
O 4.906332 3.483038 -3.486795 -0.17 0.91 1.47

21
Properties=species:S:1:pos:R:3:forces:R:3 method="wB97M-V/def2-TZVPD" spin_multiplicity=2 charge=+2 e_above_lowest_kj_mol=181.0
C -0.519534 -1.286489 3.291569 1.08 -0.38 0.74
C 0.067833 -1.890008 1.925861 -1.16 -0.82 0.52
C 0.504994 -0.761611 1.089300 0.45 0.13 -0.60
C -0.315539 -0.201156 0.042533 -0.40 -0.16 0.30
C 0.126995 0.838874 -0.714867 0.26 0.32 0.19
N -0.614335 1.329725 -1.868820 0.20 -0.77 0.44
H -0.768655 -0.233157 3.218886 -0.24 -0.04 0.00
H -1.338628 -1.896377 3.673000 -0.27 0.05 -0.55
H 0.272242 -1.422238 4.032011 0.02 0.41 -0.05
H 0.850157 -2.610487 2.139293 0.43 0.32 0.34
H -0.718191 -2.532815 1.518785 -0.06 0.53 -0.53
H 1.017360 0.101368 1.595421 0.02 -0.07 0.27
H 1.528530 -1.032711 0.667858 -0.02 -0.06 -0.10
H -1.308651 -0.624025 -0.098015 0.05 -0.07 -0.25
H 1.062831 1.342573 -0.508444 0.07 0.09 -0.20
H -1.531399 0.915281 -1.856656 -1.01 -0.05 -0.06
H -0.705009 2.351936 -1.923021 0.28 0.07 -0.19
H -0.190077 0.981040 -2.747521 0.24 0.76 -0.39
H 0.482845 2.578204 -5.080580 -0.05 0.06 0.06
H 1.428832 1.735132 -4.228641 0.42 0.12 -0.33
O 0.667400 2.316944 -4.167943 -0.32 -0.45 0.40

22
Properties=species:S:1:pos:R:3:forces:R:3 method="wB97M-V/def2-TZVPD" charge=-1 e_above_lowest_kj_mol=90.9
C 1.195161 -2.038279 -1.526602 -0.02 -0.88 -0.04
C 0.669928 -1.333469 -0.299106 -0.77 0.82 -0.21
N 1.467954 -0.143904 0.023148 -0.18 -0.96 1.12
C 0.240567 0.426683 2.168726 -0.03 1.98 0.99
C 0.704938 0.888997 0.815654 0.77 -0.20 -2.45
C -0.420287 1.529573 -0.143558 0.11 0.18 1.58
O -1.690450 1.577975 0.367689 0.60 -0.28 -0.23
H 2.271971 -2.214998 -1.440041 0.02 0.27 -0.15
H 0.941274 -1.541999 -2.461019 0.22 0.34 0.00
H 0.753671 -3.037917 -1.617769 -0.09 0.09 0.10
H 0.604495 -2.050314 0.520528 0.35 0.17 0.27
H -0.364666 -0.989038 -0.466999 -0.02 -0.46 -0.12
H 1.724891 0.277663 -0.855856 0.02 0.24 -0.17
H -0.648135 1.031317 2.402322 -0.56 -0.84 -0.49
H 0.101541 -0.633263 2.328110 -0.15 -0.11 -0.13
H 0.860635 0.869239 2.962584 0.67 -0.74 -0.16
H 1.497465 1.639661 0.836916 -0.22 0.36 0.87
H -0.041547 2.552040 -0.347016 0.04 -0.05 -0.28
H -0.342758 0.936475 -1.058063 -0.16 0.04 -0.50
H -2.375717 0.877187 -0.416352 -0.92 -0.02 -0.12
H -3.909714 0.973064 -0.708561 -0.47 0.11 -0.04
O -3.241216 0.403301 -1.084733 0.80 -0.08 0.17

22
Properties=species:S:1:pos:R:3:forces:R:3 method="wB97M-V/def2-TZVPD" spin_multiplicity=2 e_above_lowest_kj_mol=146.8
C -1.891712 -0.127802 0.785454 2.13 -0.69 -0.61
O -2.849874 0.279799 1.622634 0.07 -0.47 0.35
C -1.726403 0.677757 -0.467406 -0.71 1.22 0.05
C -0.379108 0.701533 -1.173406 -0.60 -0.39 -1.06
C 0.335776 -0.675208 -1.396939 0.89 0.96 -0.21
C 2.086905 -1.177559 0.358193 0.90 0.00 -0.26
N 1.737596 -0.682485 -0.944795 -0.98 0.15 -0.67
H -0.847281 -0.088847 1.293126 -1.82 -0.34 -0.29
H -1.860656 -1.194762 0.451259 -0.65 0.08 0.94
H -2.005193 1.713717 -0.228082 0.08 -0.08 0.01
H -2.529222 0.348591 -1.139717 0.30 -0.03 -0.19
H -0.713488 1.215599 -2.112862 1.07 -0.62 0.27
H 0.391122 1.323894 -0.728649 -0.33 0.36 0.50
H 0.384223 -0.864019 -2.466441 -0.35 -0.28 -0.12
H -0.154167 -1.499126 -0.900374 -0.32 -0.26 0.02
H 2.058985 -2.263690 0.317449 0.19 -0.24 0.18
H 1.508972 -0.879208 1.239902 -0.07 0.37 -0.20
H 3.132728 -0.832813 0.466130 -0.46 -0.50 0.56
H 2.191570 0.181238 -1.187337 0.06 0.13 0.15
H 0.081047 0.515260 2.014838 1.90 2.09 0.75
H 0.273316 2.080513 2.044270 0.28 -0.66 0.12
O 0.774864 1.247617 2.152751 -1.58 -0.79 -0.29

22
Properties=species:S:1:pos:R:3:forces:R:3 method="wB97M-V/def2-TZVPD" charge=+1 e_above_lowest_kj_mol=224.4
C 1.312944 -0.016102 1.804066 0.32 -0.32 1.42
O 1.720361 1.032250 0.954622 -0.13 1.31 -1.11
C 0.620005 -1.127389 1.037231 0.40 -0.34 -2.23
C -0.921872 -1.021780 0.924214 0.81 0.90 1.23
C -1.614302 0.131371 0.132669 1.68 -0.85 -0.58
C -0.641270 1.647178 -1.590366 0.87 0.60 -0.92
N -0.610341 1.057569 -0.479930 -1.19 0.05 1.57
H 2.128656 -0.364495 2.460888 -0.21 -0.01 -0.53
H 0.574530 0.433660 2.481074 0.16 0.00 0.11
H 2.642228 1.280664 0.757270 -0.48 -0.95 0.78
H 0.783142 -2.139307 1.405895 0.25 0.22 0.54
H 1.119236 -1.156367 0.035547 -0.42 0.04 0.50
H -1.288719 -1.971891 0.577521 -0.34 -0.27 0.01
H -1.138287 -0.882764 2.003811 -0.75 -0.36 -0.66
H -2.165963 -0.293519 -0.698260 -0.55 0.24 0.15
H -2.174608 0.718431 0.850584 -0.43 0.22 -0.41
H 0.067194 2.459527 -1.763776 0.13 -0.32 0.21
H -1.224093 1.395602 -2.468595 -0.72 -0.23 0.65
H 0.112011 1.310256 0.206491 0.45 0.40 -0.41
H 0.040507 -1.495002 -2.463625 0.27 -0.19 -0.30
H 0.669305 -0.415018 -3.411735 0.16 -0.44 -0.12
O -0.010671 -0.582881 -2.755599 -0.26 0.30 0.11

22
Properties=species:S:1:pos:R:3:forces:R:3 method="wB97M-V/def2-TZVPD" charge=+1 e_above_lowest_kj_mol=452.3
C -2.612154 -0.483051 0.829426 -0.93 -0.02 -0.55
O -3.284282 -0.837110 -0.370316 0.03 -0.21 -0.30
C -1.125209 -0.627795 0.598310 0.24 -0.08 0.64
C -0.769943 0.295815 -0.656449 -0.60 0.66 0.02
C 0.521839 0.003538 -1.144885 -0.13 1.48 -2.50
C 1.687449 0.963706 -1.089982 0.49 1.52 0.60
N 2.931253 0.659125 -0.431792 -0.02 -0.82 -0.16
H -2.904534 0.544643 1.036892 0.32 0.20 0.32
H -2.958420 -1.106200 1.653407 0.35 -0.08 0.15
H -4.026888 -1.431419 -0.222158 0.10 0.09 0.14
H -0.539248 -0.263827 1.442687 -0.08 -0.02 -0.01
H -0.861227 -1.675725 0.445024 -0.05 0.11 -0.28
H -1.585171 0.137767 -1.380885 0.39 -0.74 -0.07
H -0.875028 1.341040 -0.360209 0.40 -0.04 0.57
H 0.569515 -0.627304 -2.035743 0.18 -1.21 0.82
H 1.265014 1.919288 -0.775688 -0.11 -0.01 0.67
H 3.108291 1.093035 0.460264 -0.24 0.16 -0.03
H 1.955760 1.218418 -2.124873 -0.47 -0.78 -0.37
H 3.738593 0.691484 -1.029597 -0.01 0.01 -0.05
H 2.186322 -1.130134 2.234868 -0.02 0.19 0.16
H 1.772284 -0.394493 0.981010 0.48 -0.09 0.25
O 1.805784 -0.290801 1.940689 -0.31 -0.33 -0.03

23
Properties=species:S:1:pos:R:3:forces:R:3 method="wB97M-V/def2-TZVPD" charge=+1 e_above_lowest_kj_mol=477.5
C -1.144846 -1.829034 -0.524833 0.79 -1.49 0.18
C 0.048086 1.870465 -0.239004 1.15 3.85 1.73
C -0.939019 -0.391353 -0.937820 -1.13 -0.78 -1.55
C -0.282510 0.455031 0.024367 1.96 1.63 1.63
C 2.375887 -0.325621 -0.037855 -0.81 1.24 0.73
N -0.805654 0.448952 1.494551 1.19 0.50 -0.20
O 2.255209 -0.913199 -1.207994 0.10 1.09 -0.89
O 2.827431 -1.090233 1.010715 -4.10 -0.24 -2.28
O 2.850320 0.972808 -0.035346 0.16 -3.30 2.15
H -2.072421 -1.886844 0.041263 0.07 -0.54 0.16
H -0.277595 -2.183366 0.073814 -0.52 0.28 0.20
H -1.139773 -2.611435 -1.336078 -0.52 1.22 0.44
H -0.640922 2.717985 0.157527 -0.19 -1.59 -1.00
H 0.837110 2.160252 0.543954 -0.28 -0.53 -1.18
H 0.439138 2.330667 -1.196777 -0.62 -1.42 0.70
H -0.230437 -0.407481 -1.787851 -0.66 0.45 0.01
H -1.961837 -0.006319 -1.232055 1.05 -0.03 -0.23
H -1.765723 0.664543 1.703971 -1.06 0.02 -0.44
H -0.290225 1.059701 2.164976 0.08 -0.33 -1.10
H -0.594836 -0.472129 1.782193 -0.11 -1.50 0.77
H 2.157068 -1.862978 -1.206378 0.04 -0.59 0.51
H 3.635365 -0.728182 1.187588 3.92 1.44 1.50
H 2.683071 1.457860 -0.813019 -0.51 0.61 -1.85

24
Properties=species:S:1:pos:R:3:forces:R:3 method="wB97M-V/def2-TZVPD" charge=-1 e_above_lowest_kj_mol=109.5
C 0.924398 0.006922 2.312357 -0.03 0.35 0.02
C 0.433607 -0.818650 1.108748 0.26 0.10 0.02
N 0.153340 0.039853 -0.048938 1.53 -2.12 0.35
C 0.068552 -0.495021 -2.438689 0.88 -1.01 0.86
C -0.597034 -0.673700 -1.075935 -1.29 1.03 -0.68
C -2.094172 -0.164351 -1.105750 0.73 0.20 -1.62
O -2.255537 0.965530 -1.661182 0.08 -0.17 0.77
O -2.955341 -0.952873 -0.694631 -0.30 -0.07 0.60
H 0.748364 1.096285 2.278917 -0.36 -0.45 -0.49
H 2.006040 -0.065621 2.448221 -0.07 -0.32 0.13
H 0.403851 -0.330222 3.196759 0.15 -0.16 0.48
H 1.225984 -1.599713 0.899118 -0.47 0.87 -0.28
H -0.429684 -1.476446 1.341462 0.01 0.68 0.25
H -0.092698 0.997136 0.143418 -0.54 -0.18 0.16
H -0.579792 -0.926293 -3.200089 0.30 0.28 -0.34
H 0.440640 0.496133 -2.615792 -0.81 0.86 -0.27
H 1.046068 -1.005984 -2.372262 -0.35 -0.54 -0.28
H -0.719610 -1.752078 -0.881528 0.56 0.41 0.39
H -2.111460 2.052210 0.015796 -0.18 0.03 0.13
H -2.328422 1.030489 1.046749 -0.20 -0.12 0.25
O -2.128000 1.971124 0.993466 0.19 0.12 -0.33
H 2.305321 0.114849 -0.205804 -0.19 0.56 0.38
H 3.374788 0.909188 0.702965 -0.66 -0.46 -0.55
O 3.160797 0.581229 -0.187378 0.77 0.09 0.05

25
Properties=species:S:1:pos:R:3:forces:R:3 method="wB97M-V/def2-TZVPD" charge=+1 e_above_lowest_kj_mol=0.0
C -2.212089 -0.587142 0.568210 -0.05 -0.67 0.09
C -1.879870 -1.820886 -0.316175 0.22 0.48 0.76
C -0.646450 -1.470413 -1.094191 -0.08 -0.12 -0.08
C 0.582613 -1.609273 -0.637926 0.40 0.17 -0.33
C 0.383865 2.408488 -0.885924 -0.61 -0.43 0.08
N 0.240877 3.691530 -0.631464 0.22 0.53 0.06
O -2.361144 0.560052 -0.228081 -0.15 0.27 -0.45
O -2.918666 -2.039524 -1.239297 -0.13 0.00 -0.30
O 3.818644 -0.709827 0.888138 0.00 -0.09 0.17
O 1.479524 1.877211 -1.102566 0.51 -0.30 -0.16
S 1.986824 -0.950985 -1.564552 -0.53 -0.17 0.04
H -1.393401 -0.387903 1.260623 -0.04 -0.09 0.04
H -3.126317 -0.788199 1.142660 0.10 -0.01 -0.01
H -1.708883 -2.692176 0.328105 0.01 0.06 -0.06
H -0.845119 -0.998844 -2.046497 0.06 0.08 -0.16
H 0.850716 -2.098801 0.283608 -0.02 -0.03 0.16
H -0.546936 1.826918 -0.875051 0.04 0.02 0.00
H 1.051309 4.299198 -0.614352 -0.14 -0.10 -0.01
H 1.664322 0.487248 -1.375221 -0.14 0.38 0.04
H -0.665281 4.089889 -0.441888 0.06 -0.10 -0.04
H -3.007522 0.342696 -0.916720 0.03 0.10 0.11
H -3.643654 -2.517731 -0.823880 0.03 -0.01 0.03
H 4.142849 -1.405899 1.473257 0.06 0.11 -0.06
H 4.509347 -0.041513 0.837644 0.10 0.01 0.09
H 2.861789 -0.920933 -0.514040 0.10 -0.09 -0.01

25
Properties=species:S:1:pos:R:3:forces:R:3 method="wB97M-V/def2-TZVPD" charge=-1 e_above_lowest_kj_mol=141.5
O 0.237052 1.833593 1.565178 -0.20 0.14 0.07
C -0.778312 1.318083 1.058011 1.01 -0.59 -0.07
O -1.680793 0.678589 1.659121 -0.43 -0.06 -0.20
C -0.854380 1.398750 -0.499973 -0.89 1.30 0.49
C 0.517435 1.366954 -1.147895 -0.21 -0.45 -0.74
C 0.989344 -0.065703 -1.427506 -0.81 -0.65 0.82
C 2.969261 0.156108 -0.132372 -0.02 0.71 0.58
N 2.311669 -0.463909 -1.001553 1.00 -0.17 -0.76
H -1.294914 2.386756 -0.706901 0.12 0.03 0.15
H -1.645353 0.741129 -0.863887 0.51 -0.49 -0.30
H 0.548363 1.941374 -2.081947 -0.16 -0.09 0.02
H 1.162717 1.895182 -0.458147 0.15 -0.06 0.15
H 0.289415 -0.777095 -0.966998 0.12 0.16 0.45
H 0.862646 -0.407769 -2.452590 0.36 0.50 -0.41
H 4.024227 -0.068010 0.043427 -0.18 -0.49 0.02
H 2.573212 0.961462 0.496458 -0.12 0.07 -0.21
H 2.606071 -2.432818 -1.600459 -0.53 0.08 0.09
H 1.934122 -3.777114 -1.186767 0.08 0.18 0.01
O 1.972991 -3.117898 -1.886512 0.24 -0.32 -0.19
H -1.444658 -0.704758 3.140609 -0.05 0.15 -0.39
H -2.063610 -2.110443 3.035735 0.05 0.23 -0.10
O -1.476076 -1.573573 3.574666 0.01 -0.21 0.32
H -4.383272 0.443150 1.218274 0.26 -0.06 -0.37
H -3.203884 0.174635 0.319147 0.10 0.15 0.47
O -4.173276 0.203326 0.302883 -0.40 -0.07 0.10